(1)
A molecular structure, C45H52AlBBeBr3IN3O15S in a non-equilibrium geometry, computed with wB97M-V/def2-TZVPD.

Positions of all 123 atoms, in Å:
C 1.5919 -2.8184 2.3671
C 0.5917 -2.4948 1.1113
C -1.0061 -2.4541 1.4816
I -1.6717 -4.2270 2.6640
C -1.5118 -1.1020 2.2503
S -1.3694 -1.6374 4.0793
C -3.0794 -0.6341 2.1895
B -3.8889 -0.5919 0.7592
O -3.2161 -0.8125 -0.5704
N -5.4169 -0.3662 0.6487
C -5.8722 0.7715 1.5330
C -6.1813 -1.6481 0.8882
O -3.0213 0.6175 3.0164
C -1.6393 1.1818 3.1716
O -1.3461 2.2173 3.9620
C -0.6486 0.2878 2.1627
N 0.7334 0.2899 2.7777
C -0.3967 1.0225 0.7196
C -0.1101 2.6349 0.7971
C 1.4807 3.0048 1.1560
O -0.3034 3.1522 -0.5987
H 2.3290 -3.7308 2.1534
H 1.0637 -3.0399 3.3870
H 2.3132 -1.8749 2.4844
H 0.7280 -3.3882 0.3327
H 1.0010 -1.5378 0.5765
H -1.5846 -2.5754 0.4442
H -0.0398 -1.5383 4.5177
H -3.6495 -1.5066 2.7607
H -3.4227 0.0464 -1.0757
H -5.8375 0.4824 2.6875
H -6.9520 1.1590 1.2400
H -5.1482 1.7146 1.4371
H -6.2369 -2.2027 -0.1677
H -5.7166 -2.3631 1.6899
H -7.2923 -1.3406 1.1402
H 1.4956 0.1853 2.0715
H 0.9493 1.1667 3.3004
H -1.3091 0.8810 -0.0261
H 0.5378 0.5483 0.1471
H -0.8739 3.2424 1.4554
H 1.7208 4.1063 0.7691
H 2.1148 2.1989 0.5459
H 1.7144 2.9471 2.3014
H 0.5771 3.4569 -0.9729
C -1.8811 -0.3666 -5.1538
C -1.5056 -1.4504 -5.8399
C -1.9888 -2.7958 -5.4712
O -1.6441 -3.7886 -6.0973
C -2.9036 -2.8967 -4.3167
C -3.2790 -1.8128 -3.6307
C -2.7958 -0.4675 -3.9994
O -3.1405 0.5253 -3.3733
H -1.5354 0.6273 -5.4105
H -0.8358 -1.3929 -6.6895
H -3.2492 -3.8906 -4.0600
H -3.9488 -1.8704 -2.7811
C -5.7359 3.4758 -7.6312
C -5.5751 4.3476 -6.5547
C -4.9360 3.9131 -5.3938
C -4.4483 2.6084 -5.3132
C -4.6057 1.7378 -6.3912
C -5.2532 2.1695 -7.5486
H -6.2371 3.8137 -8.5344
H -5.9490 5.3663 -6.6201
H -4.8168 4.5906 -4.5527
H -3.9458 2.2712 -4.4105
H -4.2242 0.7216 -6.3289
H -5.3805 1.4892 -8.3861
C 2.8114 9.2264 2.1909
C 1.5961 9.7660 2.3869
C 0.4580 8.9094 1.8403
O -0.7406 9.1760 1.9735
C 0.8055 7.6733 1.0909
C 2.0225 7.1403 0.8834
C 3.1526 7.9423 1.5233
O 4.3387 7.5984 1.5209
O 2.3184 6.0846 0.2434
O 1.3076 10.8622 2.9582
H 3.6836 9.7580 2.5549
H -0.0613 7.1680 0.6808
Al -0.5923 6.0643 2.0317
C 2.5399 -9.1317 4.1167
C 2.1895 -9.6877 2.8853
C 1.8667 -8.8585 1.8095
C 1.9027 -7.4673 1.9773
C 2.2466 -6.9065 3.2145
C 2.5647 -7.7461 4.2839
N 1.5892 -6.5900 0.8431
O 1.2711 -7.1244 -0.2298
O 1.6645 -5.3659 1.0218
H 2.7963 -9.7823 4.9511
H 2.1710 -10.7686 2.7632
H 1.5958 -9.3073 0.8563
H 2.2738 -5.8287 3.3601
H 2.8360 -7.3204 5.2475
C 7.0372 -3.3038 0.8343
C 5.8104 -3.1471 0.1901
C 4.7822 -4.0623 0.4143
C 4.9780 -5.1296 1.2912
C 6.2037 -5.2841 1.9383
C 7.2349 -4.3742 1.7069
H 7.8394 -2.5923 0.6567
H 5.6556 -2.3115 -0.4879
H 3.8286 -3.9437 -0.0930
H 4.1752 -5.8401 1.4698
H 6.3555 -6.1150 2.6229
H 8.1915 -4.4980 2.2069
Br 9.4011 -0.4806 -0.0076
C 8.7349 -1.2883 -1.6532
C 8.2023 -0.2388 -2.6007
Br 6.4441 0.3923 -2.0402
H 7.9863 -2.0315 -1.3639
H 9.5986 -1.7990 -2.0888
H 8.0471 -0.6625 -3.5974
H 8.8472 0.6405 -2.6814
C -4.2812 8.6008 3.2242
O -4.0940 9.2365 4.2895
O -3.1274 8.2175 2.6962
O -5.3307 8.2904 2.6175
H -2.6284 8.6339 3.4279
Be -5.0923 3.1413 0.8610
Br -7.7923 4.1101 -8.0899

Atoms 1-3, force components in eV/Å:
1.6 0.4 0.0
0.5 -1.6 0.1
-0.2 1.3 -2.4

## Properties
- charge = +1
- LUMO energy (eV) = -7.43
- orbital gap (eV) = 1.76

Mulliken population analysis, charges in e, atoms 1 to 4: number 1, C, carries -0.20; number 2, C, carries 0.20; number 3, C, carries -0.92; number 4, I, carries 0.02

(2)
6 unconnected molecules or ions with the total composition C16H49N4O7 in a non-equilibrium geometry, computed with wB97M-V/def2-TZVPD.

Positions of all 76 atoms, in Å:
N 0.6983 -1.1152 0.4854
H 1.3215 -0.3064 0.2930
H 1.2192 -2.0106 0.4130
H -0.0956 -1.1305 -0.1833
H 0.3112 -1.0910 1.4442
C -0.4895 -0.9734 4.0709
C 0.9544 -0.6507 4.1185
O 1.2432 0.3144 3.1066
O -0.8609 -1.6105 2.8561
H -1.0702 -0.0493 4.1990
H -0.7385 -1.5748 4.9536
H 1.5799 -1.5371 3.9573
H 1.1631 -0.2705 5.1232
H 2.1943 0.3945 2.9872
H -1.8145 -1.7275 2.8420
C 4.7722 -2.6944 0.1773
C 3.5397 -3.1815 0.8892
O 2.3900 -3.2763 0.0345
O 4.7890 -1.2720 0.2575
H 4.7419 -3.0074 -0.8700
H 5.6512 -3.1174 0.6732
H 3.2740 -2.4733 1.6736
H 3.7483 -4.1540 1.3418
H 2.4396 -4.0957 -0.4653
H 5.2854 -0.8987 -0.4759
C 3.0276 0.7959 -1.9909
C 1.7842 1.6130 -1.6639
C 0.5849 1.1339 -2.4238
O 0.8730 1.1920 -3.7975
C -0.2812 1.2575 -4.5967
N 1.5129 1.5472 -0.2196
H 3.9385 1.3372 -1.7281
H 3.0949 0.5900 -3.0568
H 2.9994 -0.1456 -1.4347
H 1.9787 2.6579 -1.9415
H -0.3056 1.7306 -2.1810
H 0.3777 0.0813 -2.1567
H 0.0381 1.2201 -5.6336
H -0.8292 2.1873 -4.3967
H -0.9698 0.4202 -4.4143
H 0.7791 2.2194 0.0342
H 2.3268 1.9102 0.2720
C -1.2210 -3.1044 -2.5597
C -1.9111 -1.7733 -2.3600
C -3.3601 -1.8418 -2.8602
O -4.1349 -0.7338 -2.4639
C -3.8541 0.4353 -3.1885
N -1.8569 -1.3772 -0.9266
H -0.1662 -3.0102 -2.2929
H -1.3067 -3.4509 -3.5878
H -1.6584 -3.8616 -1.9027
H -1.3957 -1.0017 -2.9350
H -3.8329 -2.7443 -2.4706
H -3.3216 -1.8890 -3.9590
H -2.8071 0.7390 -3.0711
H -4.5006 1.2267 -2.8143
H -4.0786 0.3208 -4.2558
H -2.4121 -0.5268 -0.8370
H -2.4291 -2.0665 -0.4352
C -2.0285 1.6251 1.0442
C -1.6459 3.0253 1.4402
C -0.9661 3.0902 2.7824
O -1.8268 2.5813 3.7503
C -1.1736 2.1428 4.9338
N -0.7268 3.5964 0.4337
H -2.4293 1.5170 0.0293
H -2.8422 1.2450 1.6714
H -1.2112 0.9002 1.1460
H -2.5716 3.6133 1.4655
H -0.7682 4.1596 2.9821
H 0.0108 2.5907 2.7404
H -0.2302 1.6518 4.6774
H -1.8657 1.5002 5.4693
H -0.9415 2.9932 5.5884
H -1.1678 3.6207 -0.4794
H -0.5454 4.5680 0.6725

Atoms 1-3, force components in eV/Å:
0.4 -0.9 0.4
-0.4 0.3 0.1
-0.2 0.3 -0.3

## Properties
- charge = +1
- LUMO energy (eV) = -1.91
- orbital gap (eV) = 10.02

Mulliken population analysis, charges in e, atoms 1 to 4: number 1, N, carries 0.64; number 2, H, carries 0.17; number 3, H, carries 0.69; number 4, H, carries -0.03

(3)
A molecular structure, C22H29EuNO6 in a non-equilibrium geometry, computed with wB97M-V/def2-TZVPD.

Positions of all 59 atoms, in Å:
Eu 0.3032 0.4697 -0.7447
C 1.1515 1.8895 -3.5324
C 0.2998 3.0011 -2.9537
O 0.1994 2.8103 -1.5424
C -0.7676 3.6185 -0.8681
C -2.0805 2.8748 -0.7483
O -1.8044 1.5605 -0.2565
C -2.8525 0.5955 -0.5000
C -2.7415 0.0160 -1.8924
O -1.4568 -0.6052 -1.9780
C -1.0439 -1.0706 -3.2699
C -0.3056 0.0165 -4.0245
O 0.6602 0.5976 -3.1417
H 2.1727 1.9604 -3.1677
H 1.1681 1.9740 -4.6189
H -0.7009 3.0019 -3.3961
H 0.7704 3.9630 -3.1605
H -0.9136 4.5625 -1.3913
H -0.3633 3.8347 0.1175
H -2.5761 2.8056 -1.7189
H -2.7453 3.3898 -0.0560
H -3.8289 1.0497 -0.3363
H -2.7083 -0.1961 0.2285
H -2.8377 0.7854 -2.6612
H -3.5240 -0.7286 -2.0420
H -1.9040 -1.4074 -3.8481
H -0.3963 -1.9239 -3.0945
H -0.9931 0.7925 -4.3680
H 0.2004 -0.4109 -4.8899
C 3.0062 -2.6811 2.8560
O 2.1358 -1.5442 2.9673
C 2.2844 -0.5536 2.0803
C 3.1954 -0.5701 1.0376
C 3.2832 0.5088 0.1721
C 2.4970 1.6294 0.3590
C 1.5805 1.6428 1.3984
C 1.4266 0.5391 2.2115
N 0.4176 0.5347 3.2179
C -0.4170 -0.4452 3.5325
C -0.7156 -1.6487 2.8823
C -1.2984 -2.6529 3.7159
C -1.4578 -3.9265 3.2743
C -1.0583 -4.2402 1.9529
C -0.5605 -3.2921 1.0994
C -0.4152 -1.9501 1.5158
O -0.0809 -1.0315 0.6853
H 2.7277 -3.3436 3.6646
H 4.0458 -2.3724 2.9644
H 2.8511 -3.1816 1.8997
H 3.8582 -1.4120 0.9133
H 4.0380 0.5005 -0.6025
H 2.6864 2.5275 -0.2046
H 1.0269 2.5439 1.6259
H 0.3984 1.3404 3.8266
H -0.9119 -0.2762 4.4835
H -1.5748 -2.3908 4.7336
H -1.8758 -4.6867 3.9181
H -1.1725 -5.2580 1.5976
H -0.3018 -3.5363 0.0772

Atoms 1-3, force components in eV/Å:
1.2 0.6 -0.7
-0.2 0.0 0.0
-0.2 0.0 -0.1

## Properties
- charge = +2
- LUMO energy (alpha / beta) (eV) = -6.02 / -6.01
- 2S+1 = 8
- orbital gap (alpha / beta) (eV) = 6.43 / 7.61

Mulliken population analysis, charges in e, atoms 1 to 4: number 1, Eu, carries 0.86; number 2, C, carries -0.80; number 3, C, carries -0.50; number 4, O, carries -0.11

Total energy (computed, eV): -319396.911 -37673.079 -56375.025